Density functional theory data (the ωB97M-V functional and the def2-TZVPD basis) for a molecular structure, C29H73AsCl2F6N5O11 in a non-equilibrium geometry.

Calculated values
ΔE to the lowest compared entry with this formula, charge and spin = 0.0 kJ/mol
E_LUMO = 2.35 eV
multiplicity = 1
Kohn-Sham gap = 0.302 hartree
highest occupied orbital energy = -5.9 eV
electronic energy = -6005.5754 a.u.
charge = -1

Last column: Mulliken charge in e.
Atoms and positions in Å:
As 7.29947 3.43749 12.51321  1.96
F 6.66092 2.69851 13.98260  -0.57
F 7.78729 1.86844 11.91231  -0.45
F 7.77706 4.25965 11.08785  -0.35
F 6.78469 4.99229 13.15935  -0.42
F 8.89912 3.64654 13.24394  -0.51
F 5.66570 3.23995 11.85146  -0.48
C 5.35583 8.29608 11.55870  -1.40
C 4.72114 6.92218 11.28757  1.81
C 3.33585 7.01844 10.73467  -0.79
O 3.33306 7.62478 9.44227  -0.30
C 2.09395 7.71000 8.86136  -0.87
N 5.64803 6.19251 10.40658  -0.30
H 6.42720 8.24269 11.74282  0.14
H 4.87162 8.78640 12.40630  0.41
H 5.20862 8.90766 10.66630  0.32
H 4.71075 6.36408 12.23092  -0.79
H 2.71916 7.70024 11.33384  0.52
H 2.86284 6.03121 10.68624  0.39
H 1.62552 6.76960 8.55430  0.28
H 1.92898 8.45926 8.07822  0.30
H 1.32243 8.19022 9.50390  0.36
H 5.41380 5.21358 10.38616  -0.48
H 6.56721 6.31493 10.78376  -0.64
C 10.59011 10.76947 10.86731  -1.49
C 11.52103 9.56542 10.79743  0.28
C 10.90785 8.38572 11.53329  -0.35
O 9.82536 7.81242 10.84356  -0.47
C 9.13721 6.92629 11.68421  1.28
N 11.73791 9.23595 9.34960  -0.47
H 10.83956 11.55775 10.15648  0.45
H 10.59969 11.09894 11.90748  0.30
H 9.59546 10.42830 10.57395  0.36
H 12.54830 9.73992 11.12721  0.30
H 10.62838 8.56598 12.58053  0.35
H 11.68078 7.60597 11.66132  0.15
H 8.18298 6.57383 11.32289  -1.23
H 8.82561 7.39238 12.62787  0.54
H 9.68727 6.00495 11.89749  0.29
H 11.58272 10.07552 8.80196  0.20
H 12.72971 9.06743 9.22125  0.19
C 2.80576 5.51761 4.21023  -1.43
C 3.03384 5.84753 5.72427  0.43
C 3.70294 4.64313 6.41139  -1.05
O 4.16519 4.90333 7.69952  -0.02
C 4.09587 3.73242 8.49231  -0.35
N 3.98368 6.96977 5.80506  -0.57
H 2.11099 6.35041 4.03557  0.40
H 2.34950 4.56798 3.93539  0.35
H 3.63096 5.76640 3.54522  0.35
H 2.09411 6.07436 6.22435  0.22
H 4.48949 4.35388 5.69360  0.31
H 3.01441 3.78863 6.36450  0.42
H 4.47076 3.88026 9.50065  -0.19
H 4.67372 2.92881 8.02795  0.34
H 3.03998 3.46877 8.62684  0.37
H 3.58624 7.70605 5.22179  0.27
H 4.82981 6.71354 5.30425  0.27
C 10.85886 0.32216 12.58065  -1.09
C 12.21713 0.08665 13.22346  0.24
C 11.99248 0.18607 14.74667  -0.65
O 13.23197 -0.05695 15.38953  -0.30
C 13.31756 0.15883 16.76198  -0.75
N 12.61210 -1.29705 12.85713  -0.80
H 10.38248 1.26107 12.87281  0.06
H 10.19165 -0.48876 12.88781  0.34
H 10.88924 0.31081 11.49169  0.34
H 12.91419 0.82614 12.82862  0.36
H 11.17077 -0.47291 15.04271  0.37
H 11.79410 1.24130 14.97720  0.37
H 12.50337 -0.33981 17.30855  0.31
H 13.27678 1.21200 17.06156  0.26
H 14.23071 -0.32666 17.10534  0.25
H 12.03898 -1.85420 13.49830  0.34
H 13.49309 -1.40024 13.37883  0.34
C 10.49368 3.14011 9.95509  -1.41
C 10.75439 4.58935 9.53067  1.44
C 11.83621 4.78342 8.47084  -1.02
O 12.23126 6.12383 8.44696  -0.14
C 13.15511 6.36958 7.38989  -0.87
N 9.50959 5.20784 9.03952  -0.56
H 10.02786 3.12574 10.94249  0.16
H 11.38651 2.51772 9.85467  0.47
H 9.73658 2.65824 9.32915  0.25
H 11.00738 5.21132 10.39259  -0.33
H 11.41723 4.54138 7.48312  0.33
H 12.63103 4.06110 8.71016  0.36
H 13.69921 7.29927 7.55639  0.17
H 12.52812 6.55057 6.51467  0.36
H 13.90364 5.58623 7.27076  0.33
H 9.13132 4.73678 8.21363  0.42
H 8.80861 4.83036 9.67693  0.21
C 3.76570 -5.13737 14.17803  -1.07
C 3.22977 -4.28667 13.03672  -0.20
O 3.40745 -2.88188 13.17253  -0.33
C 4.61962 -2.39271 12.85080  0.68
O 5.60637 -3.04359 12.63242  -0.57
O 4.50420 -1.09038 12.80974  -0.31
C 5.63714 -0.22723 12.80728  -0.44
H 4.68878 -4.85698 14.68730  0.33
H 3.96570 -6.17102 13.88360  0.30
H 3.03735 -5.22779 14.98891  0.31
H 2.15674 -4.45099 12.98071  0.29
H 3.67172 -4.60427 12.09217  0.32
H 5.59059 0.54929 12.05417  0.01
H 6.54216 -0.83588 12.75022  0.36
H 5.79589 0.23095 13.78529  0.28
C 8.11902 6.36297 16.20699  -1.17
C 9.53655 5.94388 15.82122  0.30
O 10.15586 7.14183 15.29539  -0.22
C 11.36688 7.47887 15.72451  0.66
O 12.01278 6.89631 16.56438  -0.61
O 11.75855 8.51635 15.00074  -0.24
C 12.94510 9.19291 15.34403  -0.81
H 7.85779 7.30385 15.73109  0.30
H 8.10443 6.53573 17.28787  0.40
H 7.39246 5.57872 16.00545  0.22
H 9.46080 5.26185 14.97170  -0.26
H 10.13781 5.42149 16.55923  0.48
H 13.87720 8.68683 15.09269  0.32
H 12.98889 9.40230 16.41533  0.35
H 12.92919 10.15892 14.84355  0.25
C 3.51714 3.73272 14.28600  0.22
Cl 2.30083 3.02222 15.37894  -0.22
Cl 3.24217 5.44984 13.93303  -0.15
H 4.52129 3.59008 14.66735  0.01
H 3.38526 3.24074 13.32965  0.11

---

Density functional theory data (the ωB97M-V functional and the def2-TZVPD basis) for a molecular structure, C5H14NO in a non-equilibrium geometry.

Calculated values
ΔE to the lowest compared entry with this formula, charge and spin = 292.0 kJ/mol
E_LUMO = -4.37 eV
multiplicity = 1
Kohn-Sham gap = 0.341 hartree
highest occupied orbital energy = -13.6 eV
electronic energy = -328.5750 a.u.
charge = +1

Last column: Mulliken charge in e.
Atoms and positions in Å:
C 2.30591 -0.39301 -0.90177  -1.18
C -0.07781 1.88044 0.76006  -0.92
C -0.58262 -0.11367 -0.40547  0.04
C -4.82265 -0.05448 -0.33556  -0.08
C 1.53893 0.91920 -0.80635  -0.31
N 0.23980 0.81372 -0.14743  0.23
O -3.68047 0.29609 -0.43486  -0.41
H 2.55988 -0.76727 0.08724  0.31
H 1.75925 -1.16090 -1.44051  0.39
H 3.22734 -0.21426 -1.44631  0.37
H 0.13269 2.84346 0.28798  0.39
H -1.12690 1.84581 1.05496  0.30
H 0.55074 1.80273 1.65307  0.37
H -1.57745 -0.12916 0.02840  0.15
H 0.98286 -2.28589 1.63028  -0.24
H -0.32943 -0.89593 -1.10608  0.23
H 1.46653 -2.69440 2.08300  0.25
H -5.66732 0.63416 -0.46693  0.25
H -5.10017 -1.09425 -0.10434  0.22
H 1.36284 1.31486 -1.81352  0.27
H 2.13794 1.65016 -0.25976  0.39

---

Density functional theory data (the ωB97M-V functional and the def2-TZVPD basis) for 2 unconnected molecules or ions with the total composition C3H10NO2P in a non-equilibrium geometry.

Calculated values
ΔE to the lowest compared entry with this formula, charge and spin = 288.6 kJ/mol
E_LUMO (spin up / spin down) = 0.98 / -0.79 eV
<S²> = 2.006
multiplicity = 3
Kohn-Sham gap (spin up / spin down) = 0.272 / 0.311 hartree
highest occupied orbital energy (spin up / spin down) = -6.4 / -9.2 eV
electronic energy = -666.7011 a.u.

Last column: Mulliken spin population.
Atoms and positions in Å:
C 3.50492 0.67991 0.27553  0.04
C -3.62656 0.79424 0.48482  0.01
C -0.13922 -2.18719 -1.00927  0.85
N 2.19061 0.32084 0.51969  0.00
O -2.21202 0.78401 0.67250  0.01
O 0.67190 -1.30212 -0.61264  0.16
P 1.27483 0.10227 -0.95277  0.91
H 3.94358 -0.00649 -0.57184  -0.02
H 3.66047 1.68573 0.05231  0.01
H 3.98467 0.16013 1.18760  0.00
H -4.04542 0.81309 1.54586  0.00
H -3.90238 -0.18375 0.03973  0.00
H -4.11964 1.56628 -0.21910  0.00
H -0.42229 -3.17004 -0.62167  0.01
H -0.82949 -2.01248 -1.83908  0.02
H -1.77427 0.97350 -0.17833  0.00
H 1.84031 0.98204 1.22667  0.01

---

ΔE to the lowest compared entry with this formula, charge and spin of number 2 (C5H14NO)?
292.0 kJ/mol